Record 1
Computed, not measured: one molecule with the formula C16H17FN4OS in a non-equilibrium geometry, with ωB97M-V with the def2-TZVPD basis set.

Each atom is followed by the atoms it is bonded to, with distances in Å.
Atoms and positions in Å:
1 C 4.100 1.370 0.480  O2 1.473, H24 1.181, H25 1.187, H26 1.185
2 O 2.889 1.675 -0.300  C1 1.473, C3 1.472
3 C 1.737 1.823 0.605  O2 1.472, C4 1.644, H27 1.188, H28 1.193
4 C 0.518 0.866 0.057  C3 1.644, C5 1.668, C17 1.639
5 C -1.020 1.458 -0.198  C4 1.668, N6 1.536, C7 1.650
6 N -1.343 2.942 0.035  C5 1.536, H29 1.045, H30 1.051
7 C -2.263 0.498 -0.706  C5 1.650, C8 1.672, C12 1.672
8 C -3.829 1.042 -0.927  C7 1.672, C9 1.661, H31 1.188, H32 1.170
9 C -4.527 0.946 0.577  C8 1.661, C10 1.640, F11 1.484, H33 1.181
10 C -6.093 1.428 0.617  C9 1.640, H34 1.172, H35 1.190, H36 1.194
11 F -3.740 1.815 1.487  C9 1.484
12 C -2.056 -1.128 -1.039  C7 1.672, N13 1.513, C16 1.640
13 N -3.087 -2.121 -1.530  C12 1.513, S14 1.775
14 S -2.139 -3.614 -1.669  N13 1.775, N15 1.761
15 N -0.545 -3.113 -1.112  S14 1.761, C16 1.516
16 C -0.520 -1.636 -0.769  C12 1.640, N15 1.516, C17 1.640
17 C 0.738 -0.734 -0.229  C4 1.639, C16 1.640, C18 1.673
18 C 2.183 -1.547 -0.001  C17 1.673, C19 1.636, N23 1.501
19 C 3.044 -1.854 -1.359  C18 1.636, C20 1.668, H37 1.174
20 C 4.462 -2.708 -1.152  C19 1.668, C21 1.666, H38 1.170
21 C 4.839 -3.164 0.405  C20 1.666, C22 1.638, H39 1.170
22 C 3.787 -2.699 1.572  C21 1.638, N23 1.503, H40 1.194
23 N 2.506 -1.930 1.413  C18 1.501, C22 1.503
24 H 4.505 2.326 1.041  C1 1.181
25 H 4.919 1.006 -0.298  C1 1.187
26 H 3.954 0.499 1.269  C1 1.185
27 H 1.392 2.953 0.728  C3 1.188
28 H 1.979 1.443 1.710  C3 1.193
29 H -1.189 3.208 1.034  N6 1.045
30 H -0.759 3.548 -0.594  N6 1.051
31 H -4.420 0.319 -1.660  C8 1.188
32 H -3.879 2.110 -1.403  C8 1.170
33 H -4.378 -0.168 0.941  C9 1.181
34 H -6.670 1.316 -0.397  C10 1.172
35 H -6.215 2.512 1.091  C10 1.190
36 H -6.647 0.701 1.385  C10 1.194
37 H 2.746 -1.546 -2.452  C19 1.174
38 H 5.178 -2.999 -2.030  C20 1.170
39 H 5.783 -3.794 0.694  C21 1.170
40 H 4.059 -3.048 2.682  C22 1.194

## Properties
- Multiplicity: 1
- M: 332.4 g mol⁻¹
- Energy above the lowest of the compared OMol25 structures with the same formula, charge and spin: 1855.8 kJ/mol
- Calculated total energy: -1411.5319 Eh
- Structure (SMILES): COCc1c(N)c(C[C@H](C)F)c2nsnc2c1-c1ccccn1


Record 2
Computed, not measured: an isolated ion of composition C10H9ClN3 and charge +1 in a non-equilibrium geometry, with ωB97M-V with the def2-TZVPD basis set.

Each atom is followed by the atoms it is bonded to, with distances in Å.
Atoms and positions in Å:
1 C 0.476 3.192 -0.881  C2 1.484, H15 1.164, H16 1.148, H17 1.025
2 C 0.898 1.839 -1.324  C1 1.484, C3 1.326, C14 1.480
3 C 1.068 0.563 -1.006  C2 1.326, C4 1.413, C14 1.501
4 C 0.771 -0.506 -0.131  C3 1.413, N5 1.365, N13 1.327
5 N 1.512 -1.632 0.091  C4 1.365, C6 1.366, H18 0.981
6 C 0.829 -2.495 0.901  N5 1.366, C7 1.413, H19 1.095
7 C -0.388 -1.844 1.200  C6 1.413, C8 1.471, N13 1.364
8 C -1.536 -2.254 2.023  C7 1.471, Cl9 1.702, N10 1.286
9 Cl -1.630 -3.823 2.678  C8 1.702
10 N -2.469 -1.371 2.077  C8 1.286, C11 1.342
11 C -2.518 -0.262 1.324  N10 1.342, C12 1.323, H20 1.097
12 C -1.502 0.124 0.570  C11 1.323, N13 1.375, H21 1.050
13 N -0.387 -0.678 0.492  C4 1.327, C7 1.364, C12 1.375
14 C 1.631 1.025 -2.319  C2 1.480, C3 1.501, H22 1.080, H23 1.105
15 H 0.413 3.324 0.274  C1 1.164
16 H -0.580 3.049 -1.311  C1 1.148
17 H 1.025 3.961 -1.276  C1 1.025
18 H 2.365 -1.804 -0.361  N5 0.981
19 H 1.304 -3.420 1.243  C6 1.095
20 H -3.389 0.373 1.529  C11 1.097
21 H -1.637 0.800 -0.221  C12 1.050
22 H 2.692 1.211 -2.399  C14 1.080
23 H 1.051 0.628 -3.173  C14 1.105

## Properties
- Multiplicity: 1
- M: 206.7 g mol⁻¹
- Energy above the lowest of the compared OMol25 structures with the same formula, charge and spin: 0.0 kJ/mol
- Calculated total energy: -1010.5682 Eh
- Total charge: +1
- Structure (SMILES): CC1=C(c2[nH+]cc3c(Cl)nccn23)C1